(1)
{
  "formula": "C20H28BCl2F4N3O2Pd",
  "method": "ωB97M-V with the def2-TZVPD basis set",
  "symbols": ["Pd", "Cl", "C", "C", "C", "Cl", "C", "O", "C", "C", "O", "C", "H", "H", "H", "C", "N", "C", "C", "C", "C", "C", "C", "C", "C", "H", "H", "H", "H", "H", "H", "H", "H", "H", "H", "H", "H", "H", "C", "C", "C", "C", "N", "N", "H", "H", "H", "H", "H", "H", "H", "H", "H", "H", "H", "H", "F", "B", "F", "F", "F"],
  "positions_angstrom": [[0.6173, 0.0073, -0.4332], [6.1778, 4.3598, -3.2017], [5.0745, 3.1696, -2.7315], [5.3124, 1.8308, -3.0437], [4.4031, 0.8738, -2.6645], [4.6521, -0.7554, -3.0246], [3.1772, 1.2263, -1.9430], [2.3539, 0.3335, -1.6833], [2.9958, 2.6311, -1.6078], [1.8575, 3.1256, -0.8230], [0.9879, 2.4432, -0.3037], [3.9169, 3.5582, -2.0105], [6.2062, 1.5520, -3.5846], [1.8244, 4.2187, -0.6986], [3.7775, 4.6081, -1.7825], [-2.6065, -4.3098, -2.0392], [-1.7031, -3.3691, -1.3120], [-2.3356, -2.9350, -0.0289], [-1.2182, -2.2242, -2.2096], [-1.9074, -0.9175, -1.9527], [-3.1906, -0.7019, -2.4564], [-3.8758, 0.4768, -2.2004], [-3.2750, 1.4741, -1.4499], [-1.9792, 1.2971, -0.9703], [-1.3133, 0.1064, -1.2135], [-2.8540, -5.1360, -1.3775], [-2.0926, -4.6787, -2.9223], [-3.5080, -3.7713, -2.3185], [-0.8636, -3.8867, -1.0278], [-3.3329, -2.5608, -0.2417], [-1.7241, -2.1615, 0.4237], [-2.3739, -3.8017, 0.6248], [-1.3787, -2.5623, -3.2313], [-0.1482, -2.1520, -2.0388], [-3.6586, -1.4638, -3.0702], [-4.8688, 0.6219, -2.6028], [-3.7973, 2.4027, -1.2599], [-1.4967, 2.1054, -0.4337], [-0.6326, -0.3475, 3.7780], [-0.4713, 1.1459, 3.5703], [-1.7501, 1.7864, 3.0404], [0.0153, 1.8437, 4.8453], [0.5824, 1.4204, 2.5430], [1.4947, 0.5673, 2.0953], [-1.4607, -0.4909, 4.4704], [0.2442, -0.8086, 4.2374], [-0.8695, -0.8732, 2.8549], [-2.5240, 1.7053, 3.8020], [-2.0979, 1.2871, 2.1353], [-1.6083, 2.8479, 2.8276], [-0.7521, 1.7237, 5.6099], [0.1664, 2.9125, 4.6895], [0.9395, 1.3995, 5.2145], [0.7149, 2.3769, 2.2308], [1.4453, -0.3829, 2.4634], [2.4283, 0.9520, 1.9841], [2.4857, -3.0993, 1.1179], [1.2955, -2.8653, 0.5123], [1.4790, -2.1280, -0.7158], [0.5596, -4.0082, 0.2080], [0.4836, -1.9997, 1.3308]],
  "forces_ev_per_angstrom": [[0.244, 0.067, -0.472], [0.037, 0.038, -0.020], [-0.081, 0.033, 0.060], [-0.043, 0.003, 0.025], [-0.008, 0.067, -0.018], [0.003, -0.044, -0.008], [-0.136, 0.137, -0.060], [0.032, -0.113, 0.039], [-0.110, 0.041, 0.102], [0.075, -0.210, -0.199], [0.010, -0.028, 0.268], [0.117, -0.032, -0.084], [0.002, -0.011, -0.003], [0.011, 0.007, -0.005], [0.009, 0.006, -0.001], [0.125, 0.073, 0.084], [-0.112, -0.049, 0.009], [0.084, -0.020, -0.105], [0.014, -0.127, 0.028], [-0.129, 0.151, -0.008], [-0.008, -0.022, 0.005], [0.016, -0.032, -0.007], [0.045, 0.045, 0.020], [-0.126, -0.007, -0.091], [0.179, -0.102, 0.033], [-0.022, -0.005, -0.016], [-0.021, -0.027, -0.009], [-0.023, -0.025, -0.026], [0.089, 0.053, 0.003], [0.003, 0.029, 0.042], [-0.006, -0.033, 0.015], [-0.049, -0.013, 0.013], [-0.016, 0.031, -0.008], [-0.048, 0.017, -0.024], [-0.004, -0.001, -0.010], [-0.005, -0.001, 0.000], [-0.008, -0.001, 0.002], [-0.013, 0.004, 0.017], [-0.003, -0.035, 0.035], [0.130, 0.038, -0.149], [-0.010, 0.014, -0.023], [-0.052, -0.015, 0.026], [0.183, -0.135, 0.070], [-0.062, 0.082, 0.547], [0.012, -0.028, 0.009], [0.017, 0.017, -0.004], [-0.027, 0.008, -0.035], [-0.010, 0.002, -0.005], [0.005, -0.013, 0.002], [0.004, 0.007, 0.009], [0.018, 0.006, 0.019], [-0.012, 0.007, -0.008], [0.003, -0.003, -0.006], [-0.043, 0.009, -0.031], [-0.153, -0.010, -0.060], [-0.044, -0.046, -0.179], [-0.018, 0.060, -0.015], [0.012, -0.236, 0.102], [0.007, 0.184, 0.085], [-0.067, 0.011, -0.038], [-0.020, 0.178, 0.057]],
  "lowdin_charge": [1.043, 0.848, -0.619, -0.083, -0.550, 0.870, -0.326, -0.053, -0.093, -0.142, -0.037, -0.007, 0.130, 0.147, 0.132, 0.023, -0.153, 0.018, -0.053, -0.259, -0.030, -0.048, -0.057, -0.122, -0.147, 0.114, 0.112, 0.102, 0.142, 0.110, 0.077, 0.119, 0.138, 0.107, 0.120, 0.119, 0.116, 0.078, -0.021, -0.563, -0.013, -0.008, 0.077, 0.155, 0.113, 0.103, 0.074, 0.107, 0.081, 0.098, 0.109, 0.095, 0.097, 0.162, 0.119, 0.156, 0.200, -1.222, 0.021, 0.148, 0.026],
  "energy_ha": -2565.77768,
  "total_charge": 2,
  "multiplicity": 5,
  "homo_energy_ev": [-14.1, -14.5],
  "e_above_lowest_kj_mol": 0.00,
  "homo_lumo_gap_ha": [0.28793, 0.21847]
}

(2)
{
  "formula": "C20H28CdF3O2",
  "method": "ωB97M-V with the def2-TZVPD basis set",
  "symbols": ["O", "C", "C", "H", "H", "C", "H", "H", "C", "H", "H", "H", "C", "H", "H", "H", "Cd", "C", "C", "C", "H", "C", "C", "H", "H", "H", "H", "C", "C", "C", "H", "C", "C", "H", "H", "H", "H", "O", "C", "C", "H", "H", "C", "H", "H", "C", "H", "H", "H", "H", "F", "C", "F", "F"],
  "positions_angstrom": [[2.0602, 2.2618, -1.5003], [2.0152, 2.5893, -2.9233], [3.2736, 3.4774, -2.8371], [1.0938, 3.1361, -3.1583], [2.0852, 1.6701, -3.5325], [3.1949, 3.1477, -1.3226], [3.1276, 4.5387, -3.0764], [4.1389, 3.0955, -3.3869], [2.8353, 4.3648, -0.4886], [1.9612, 4.8878, -0.8938], [3.6912, 5.0527, -0.4595], [2.6127, 4.0753, 0.5435], [4.3378, 2.3611, -0.7242], [4.4933, 1.4538, -1.3189], [4.0700, 2.0692, 0.3017], [5.2406, 2.9871, -0.7130], [-1.3021, -1.4146, 1.3597], [-1.2928, -4.2971, 2.3194], [-2.1063, -3.8717, 1.2343], [-1.2235, -3.4340, 0.1757], [-3.1855, -3.9779, 1.1416], [0.1325, -3.5854, 0.6630], [0.0729, -4.0874, 1.9823], [0.9420, -4.3289, 2.6039], [-1.6506, -4.7629, 3.2351], [-1.4995, -3.3119, -0.8740], [1.0298, -3.4178, 0.0665], [-3.0268, -1.6280, 4.2088], [-1.6658, -1.5396, 4.6091], [-1.0410, -0.5148, 3.8628], [-1.1747, -2.1376, 5.3762], [-2.0289, 0.0795, 2.9817], [-3.2705, -0.6294, 3.2306], [-4.2410, -0.2961, 2.8608], [-3.7717, -2.3262, 4.5959], [-0.0162, -0.1560, 3.9459], [-1.9165, 1.0355, 2.4434], [-0.3339, 1.7229, -1.8454], [0.1614, 0.6834, -0.9374], [0.5916, -0.4819, -1.8194], [-0.6644, 0.3204, -0.2864], [0.9630, 1.0096, -0.2855], [-0.3614, -0.3749, -3.0550], [0.5511, -1.4756, -1.3434], [1.6479, -0.3152, -2.0922], [-1.1292, 0.9469, -2.7599], [-1.0581, -1.2274, -3.1016], [0.2523, -0.3434, -3.9686], [-2.0895, 0.6745, -2.2840], [-1.3520, 1.5602, -3.6353], [-3.4055, -1.8468, -0.8706], [-3.4297, -1.3420, 0.4195], [-4.4503, -2.0304, 1.0478], [-3.8883, -0.0464, 0.2853]],
  "forces_ev_per_angstrom": [[1.073, 1.190, -1.077], [-0.275, -0.060, 0.152], [-0.211, -0.355, 0.136], [0.197, -0.268, -0.019], [-0.034, 0.447, 0.162], [0.189, 0.197, -0.016], [-0.006, -0.324, 0.041], [-0.044, 0.023, 0.253], [0.040, 0.030, 0.243], [0.184, -0.123, 0.015], [-0.183, -0.050, -0.058], [-0.041, -0.016, -0.113], [0.033, 0.139, -0.007], [0.152, 0.185, 0.146], [0.180, 0.043, -0.239], [-0.061, -0.304, 0.081], [-0.953, -0.352, 0.268], [0.156, 0.138, -0.717], [1.074, -0.963, -0.225], [0.347, -0.918, 0.393], [0.424, 0.189, 0.161], [-0.358, 0.245, 0.176], [-0.128, -0.427, -0.066], [-0.439, 0.212, -0.198], [0.048, 0.377, -0.119], [0.043, 0.237, 0.511], [-0.211, 0.002, 0.228], [0.128, 1.182, -0.437], [0.154, 0.290, -0.267], [-0.108, -0.330, -0.023], [-0.118, 0.015, -0.368], [-0.608, -0.264, 0.450], [0.600, 0.533, 1.150], [0.444, -0.470, -0.108], [0.293, 0.237, -0.147], [-0.209, -0.165, 0.124], [-0.145, -0.548, 0.383], [-0.093, -1.949, 0.604], [-0.953, -0.515, 0.331], [0.309, -0.058, -0.555], [-0.086, 0.481, -0.355], [-0.293, 0.383, -0.218], [0.398, 0.199, 0.423], [-0.190, 0.519, 0.054], [-0.385, -0.083, -0.160], [-0.228, -0.294, 0.138], [0.280, 0.355, -0.061], [-0.434, 0.075, 0.136], [0.268, 0.188, -0.063], [0.182, -0.007, 0.021], [-0.716, 0.076, -0.336], [1.043, 0.276, 0.095], [-0.071, 0.349, -0.617], [-0.661, 0.036, -0.302]],
  "lowdin_charge": [-0.147, -0.140, -0.068, 0.116, 0.119, -0.576, 0.107, 0.106, -0.024, 0.092, 0.087, 0.087, -0.022, 0.090, 0.091, 0.088, 1.409, -0.185, -0.227, -0.317, 0.082, -0.243, -0.218, 0.072, 0.080, 0.075, 0.063, -0.164, -0.203, -0.250, 0.073, -0.324, -0.228, 0.082, 0.082, 0.063, 0.077, -0.164, -0.214, -0.159, 0.069, 0.107, -0.135, 0.083, 0.099, -0.189, 0.104, 0.095, 0.116, 0.112, -0.053, -0.603, -0.030, -0.042],
  "energy_ha": -1396.57525,
  "total_charge": -1,
  "homo_energy_ev": -3.6,
  "e_above_lowest_kj_mol": 74.58,
  "homo_lumo_gap_ha": 0.21768
}